{
  "formula": "C3H4N2OS2",
  "method": "ωB97M-V with the def2-TZVPD basis set",
  "de_lowest_ev": 1.646,
  "largest_force_ha_per_bohr": 0.0263,
  "charge": 0,
  "smiles": "[H]/N=C\\NSC(=S)C=O",
  "homo_ha": -0.3475,
  "orbital_gap_ha": 0.2895,
  "elements": ["C", "C", "C", "H", "H", "H", "H", "N", "N", "O", "S", "S"],
  "coordinates": [[-1.6377, -1.3136, 1.0667], [0.6973, 0.6830, -0.2675], [1.0789, 1.9176, -1.0772], [-1.1538, -2.8833, 2.0663], [-2.2585, -0.4307, 0.9619], [-0.0009, -2.1737, 0.1177], [1.7683, 2.5751, -0.5454], [-1.7488, -2.0504, 2.1013], [-0.7327, -1.4727, 0.0282], [0.5775, 2.0984, -2.1619], [-0.4922, -0.2521, -1.1078], [1.3400, 0.4437, 1.1988]]
}

---

{
  "formula": "C33H23BBrF4MnN6O4P",
  "method": "ωB97M-V with the def2-TZVPD basis set",
  "multiplicity": 2,
  "s_squared": 0.80,
  "largest_force_ha_per_bohr": 0.0323,
  "charge": 0,
  "homo_ha": [-0.3123, -0.3112],
  "orbital_gap_ha": [0.2062, 0.2021],
  "elements": ["Mn", "Br", "C", "C", "C", "C", "C", "C", "N", "N", "C", "C", "C", "C", "O", "C", "N", "C", "C", "C", "C", "H", "H", "H", "H", "H", "H", "H", "H", "H", "O", "C", "O", "C", "P", "C", "C", "C", "C", "C", "C", "C", "C", "C", "C", "C", "C", "H", "H", "H", "H", "H", "H", "H", "H", "H", "H", "H", "H", "F", "B", "F", "F", "F", "N", "C", "O", "C", "C", "N", "C", "N", "H", "H"],
  "coordinates": [[-0.6947, 0.6314, -0.8311], [6.9350, -4.1181, -0.2869], [5.1486, -4.6870, -0.1347], [4.7957, -5.5505, 0.8854], [3.4835, -5.9906, 0.9713], [2.5287, -5.5595, 0.0660], [2.9013, -4.6822, -0.9537], [4.2136, -4.2512, -1.0617], [1.2385, -6.2313, 0.2040], [0.2183, -5.8360, -0.3902], [-0.0982, -4.5096, -0.7473], [-0.7286, -4.3110, -1.9558], [-1.0095, -3.0268, -2.4385], [-0.7436, -1.9424, -1.6471], [-1.0015, -0.6889, -1.9951], [-0.2444, -2.1388, -0.3436], [-0.1466, -1.0081, 0.3945], [0.2926, -1.1023, 1.6264], [0.6258, -2.3294, 2.2164], [0.5115, -3.4778, 1.4842], [0.0922, -3.4015, 0.1423], [5.5423, -5.8886, 1.5930], [3.1764, -6.6773, 1.7532], [2.1847, -4.3545, -1.6892], [4.5083, -3.5861, -1.8625], [-0.9391, -5.1895, -2.5564], [-1.4440, -2.8597, -3.4181], [0.3709, -0.1802, 2.1885], [0.9662, -2.3540, 3.2435], [0.7201, -4.4333, 1.9449], [3.2852, 0.8502, -0.3686], [2.1305, 1.1683, -0.2698], [1.1674, 0.7155, -1.0824], [1.6609, 2.0911, 0.8409], [-0.0260, 2.5492, 0.4137], [0.1241, 3.9568, -0.7080], [1.3495, 4.4466, -1.1380], [1.3980, 5.5129, -2.0292], [0.2254, 6.0786, -2.4980], [-1.0055, 5.5715, -2.0927], [-1.0557, 4.5155, -1.2018], [-0.8337, 3.2175, 1.8952], [-1.2817, 2.3029, 2.8514], [-1.9833, 2.7253, 3.9679], [-2.2565, 4.0773, 4.1371], [-1.8067, 4.9965, 3.1986], [-1.0902, 4.5732, 2.0834], [2.3267, 2.9361, 0.9630], [1.6775, 1.5268, 1.7719], [2.2778, 3.9915, -0.8124], [2.3579, 5.8818, -2.3724], [0.2643, 6.9021, -3.1993], [-1.9236, 5.9887, -2.4876], [-2.0111, 4.1031, -0.9072], [-1.0835, 1.2438, 2.7087], [-2.3274, 2.0056, 4.7025], [-2.8214, 4.4117, 4.9984], [-2.0198, 6.0508, 3.3262], [-0.7446, 5.2997, 1.3605], [-1.7521, 2.8318, -4.2566], [-0.6695, 2.1372, -3.8355], [-0.5008, 0.8732, -4.2951], [0.4599, 2.8508, -3.5737], [-1.2243, 1.8271, -2.1335], [-3.0408, -0.6335, 1.8872], [-3.0058, -0.4265, 0.5453], [-2.3054, 0.6065, 0.1731], [-3.6852, -1.2956, -0.2908], [-3.8517, -1.0625, -1.6975], [-4.0274, -0.8792, -2.8229], [-4.3647, -2.4108, 0.3104], [-4.8576, -3.3135, 0.8363], [-2.7845, 0.1635, 2.4422], [-3.7686, -1.2245, 2.2573]]
}

---

{
  "formula": "C42H40IrN3O8S",
  "method": "ωB97M-V with the def2-TZVPD basis set",
  "de_lowest_ev": 1.639,
  "largest_force_ha_per_bohr": 0.0354,
  "charge": 0,
  "homo_ha": -0.3005,
  "orbital_gap_ha": 0.2686,
  "elements": ["Ir", "C", "C", "C", "O", "C", "C", "O", "C", "O", "C", "C", "C", "C", "C", "C", "C", "C", "C", "C", "C", "C", "C", "O", "C", "C", "C", "C", "C", "C", "C", "C", "C", "C", "C", "C", "H", "H", "H", "H", "H", "H", "H", "H", "H", "H", "H", "H", "H", "H", "H", "H", "H", "H", "H", "H", "H", "H", "H", "H", "H", "H", "H", "H", "O", "C", "C", "C", "C", "C", "C", "C", "O", "N", "O", "O", "H", "H", "H", "H", "C", "N", "C", "C", "N", "C", "S", "H", "H", "H", "H", "H", "H", "H", "H"],
  "coordinates": [[0.0665, -0.1490, -0.4168], [-2.0113, 4.1107, 3.9532], [-1.4560, 4.4626, 2.5777], [-1.4052, 5.9582, 2.3665], [-2.2336, 3.8937, 1.5469], [-1.7396, 2.5749, 1.3933], [-0.2227, 2.7061, 1.6302], [-0.1554, 3.8872, 2.4332], [0.8543, 2.7876, 0.5212], [0.9523, 1.6141, -0.2626], [0.7609, 3.9962, -0.4192], [1.0245, 5.2824, 0.0532], [1.0416, 6.3648, -0.8109], [0.8371, 6.1762, -2.1729], [0.6215, 4.8966, -2.6547], [0.5766, 3.8156, -1.7825], [2.2378, 2.9195, 1.2301], [2.4592, 2.7638, 2.5934], [3.7476, 2.8029, 3.1172], [4.8406, 3.0059, 2.2917], [4.6328, 3.1777, 0.9278], [3.3492, 3.1237, 0.4099], [-2.2692, 1.7849, 0.1966], [-1.5884, 0.5600, 0.3011], [-2.2678, 2.4563, -1.1802], [-2.3001, 1.6395, -2.3068], [-2.4694, 2.1743, -3.5752], [-2.6349, 3.5422, -3.7397], [-2.6061, 4.3632, -2.6245], [-2.4144, 3.8303, -1.3579], [-3.7572, 1.4753, 0.4935], [-4.1566, 0.1745, 0.7752], [-5.4835, -0.1092, 1.0778], [-6.4266, 0.9049, 1.1041], [-6.0361, 2.2036, 0.8067], [-4.7148, 2.4867, 0.5006], [-3.0385, 4.4640, 4.0400], [-1.3997, 4.5841, 4.7211], [-1.9927, 3.0340, 4.1185], [-2.4048, 6.3692, 2.5094], [-1.0700, 6.1832, 1.3565], [-0.7276, 6.4147, 3.0876], [-2.0939, 1.9740, 2.2406], [0.0755, 1.8354, 2.2226], [1.2307, 5.4286, 1.1046], [1.2396, 7.3565, -0.4229], [0.8584, 7.0209, -2.8500], [0.4802, 4.7296, -3.7151], [0.4037, 2.8198, -2.1647], [1.6340, 2.6401, 3.2786], [3.8913, 2.6843, 4.1844], [5.8407, 3.0521, 2.7059], [5.4712, 3.3758, 0.2692], [3.1904, 3.2649, -0.6532], [-2.2227, 0.5709, -2.1882], [-2.4945, 1.5160, -4.4350], [-2.7912, 3.9620, -4.7255], [-2.7172, 5.4346, -2.7358], [-2.3780, 4.4918, -0.5073], [-3.4173, -0.6131, 0.7638], [-5.7768, -1.1287, 1.2961], [-7.4573, 0.6870, 1.3527], [-6.7656, 3.0038, 0.8101], [-4.4262, 3.5035, 0.2745], [-1.2352, -1.2845, -1.7343], [-1.5170, -2.4598, -1.4629], [-0.5682, -3.3977, -0.9516], [-0.9864, -4.6932, -0.6238], [-0.0850, -5.5760, -0.1010], [1.2574, -5.2126, 0.0920], [1.6855, -3.9562, -0.2308], [0.7883, -2.9868, -0.7546], [1.2240, -1.8083, -1.0457], [-0.5286, -6.9185, 0.2817], [-1.7142, -7.1698, 0.1976], [0.3191, -7.7022, 0.6626], [-2.5408, -2.8092, -1.6565], [-2.0142, -4.9969, -0.7764], [1.9334, -5.9450, 0.5105], [2.7143, -3.6598, -0.0783], [4.4558, -0.8851, 2.5228], [4.2605, -0.5071, 1.1441], [5.3908, -0.2010, 0.2743], [4.7147, 0.2989, -1.0148], [3.3026, 0.1414, -0.7020], [3.0931, -0.2705, 0.5354], [1.5948, -0.5183, 1.3135], [5.0884, -1.7728, 2.5805], [3.4950, -1.1038, 2.9810], [4.9302, -0.0700, 3.0734], [5.9942, -1.0971, 0.1140], [6.0191, 0.5631, 0.7350], [4.9869, -0.2909, -1.8893], [4.9466, 1.3448, -1.2150], [2.5440, 0.4390, -1.2954]]
}